(1)
Molecular formula: C23H17ClN7O4PdSSe2
Method: DFT, wB97M-V/def2-TZVPD

Geometry as XYZ:
```
56
Properties=species:S:1:pos:R:3:forces:R:3
Pd -0.584402 0.182738 -0.321065 0.0 0.5 0.0
O -5.485985 3.486509 1.451067 0.0 -0.1 -0.2
C -4.628012 3.511499 2.447639 0.0 -0.1 0.1
O -4.903869 3.988722 3.525978 0.0 0.0 0.0
C -3.281326 2.914913 2.198114 0.0 0.0 0.0
C -2.244579 2.933505 3.110004 0.1 0.0 0.0
Cl -2.158858 3.535297 4.700549 0.0 0.0 0.0
N -1.177920 2.318560 2.550414 0.1 0.0 -0.1
N -1.475765 1.880391 1.317384 -0.1 0.0 0.0
C -2.728153 2.220736 1.083479 0.1 0.0 0.0
C -3.328554 1.813898 -0.247329 0.0 0.0 0.0
O -4.445179 2.287005 -0.543081 0.0 0.0 0.1
O -2.654311 1.028919 -0.957417 0.0 0.0 0.0
C 0.128142 2.061000 3.072427 -0.1 0.0 0.0
C 0.590583 0.753152 3.059238 0.1 0.0 0.0
C 1.878891 0.492908 3.501732 0.0 0.0 0.0
C 2.681296 1.527278 3.964756 0.0 0.0 0.0
C 2.199241 2.827818 3.980958 0.0 0.0 0.0
C 0.917476 3.103400 3.525902 0.0 0.0 0.0
H -5.100052 3.014016 0.628258 0.0 0.1 0.0
H -0.040939 -0.038378 2.678021 0.0 0.0 0.0
H 2.254816 -0.521660 3.471608 0.0 0.0 0.0
H 3.688777 1.320708 4.302665 0.0 0.0 0.0
H 2.828372 3.636336 4.329998 0.0 0.0 0.0
H 0.537856 4.115419 3.509717 0.0 0.0 0.0
N -2.344328 -1.705422 -1.705778 0.1 0.0 0.0
C -1.318740 -1.930057 -0.789790 -0.2 -0.3 0.0
S -1.661262 -1.741247 0.874117 0.2 -0.1 -0.1
N -0.304179 -2.665924 -1.361302 0.0 0.0 0.1
C 0.875842 -3.233674 -0.863238 0.0 0.1 0.0
C 1.771513 -3.714865 -1.822069 0.0 0.0 0.0
C 2.958430 -4.316529 -1.447947 0.0 0.0 0.0
C 3.280343 -4.451283 -0.104258 0.0 0.0 0.0
C 2.394656 -3.966726 0.845637 0.0 0.0 0.0
C 1.201440 -3.358161 0.485532 0.0 0.0 -0.1
H -2.964647 -0.972456 -1.376626 0.0 0.0 0.0
H -2.007773 -1.466424 -2.632089 0.0 0.0 0.0
H -0.380864 -2.737917 -2.363194 0.0 0.0 0.0
H 1.539045 -3.592746 -2.875900 0.0 0.0 0.0
H 3.638344 -4.668905 -2.213800 0.0 0.0 0.0
H 4.210120 -4.918017 0.194753 0.0 0.0 0.0
H 2.636008 -4.051185 1.898748 0.0 0.0 0.0
H 0.530010 -2.972299 1.233107 0.0 0.0 0.0
Se 3.780076 -0.688117 -2.539242 0.1 0.0 -0.1
N 3.082540 -0.600823 -4.191246 0.0 0.0 0.0
C 1.816211 -0.169662 -4.077531 0.0 0.0 0.0
C 0.911244 0.017190 -5.132043 0.0 0.0 -0.1
C -0.368485 0.469403 -4.840358 0.0 0.0 0.1
C -0.738853 0.725692 -3.524439 0.0 0.0 0.0
N 0.093504 0.553406 -2.487990 0.0 -0.1 0.1
C 1.327301 0.126328 -2.755565 -0.1 0.0 0.0
N 2.231303 -0.086987 -1.789375 -0.1 0.0 0.1
H 1.227231 -0.188662 -6.146552 0.0 0.0 0.0
H -1.089458 0.636750 -5.629295 0.0 0.0 0.0
H -1.730775 1.076255 -3.264056 0.0 0.0 0.0
Se 1.936658 0.198377 0.060772 0.1 -0.1 0.0
```
Positions in Å, forces in eV/Å.

The HOMO-LUMO gap (spin up / spin down) comes out at 6.357 / 6.204 eV. As for the total charge: -1. As for the energy above the lowest of the compared OMol25 structures with the same formula, charge and spin: 0.0 kcal per mole. The LUMO energy (spin up / spin down) comes out at 2.296 / 1.442 eV. As for the multiplicity: 3.

(2)
Molecular formula: C2H2FIO
Method: DFT, wB97M-V/def2-TZVPD

Geometry as XYZ:
```
7
Properties=species:S:1:pos:R:3:forces:R:3
F -2.152435 -0.700524 0.112467 -0.3 0.0 0.1
C -1.084613 -0.097133 -0.423977 0.3 0.2 -0.2
C -0.017889 0.055930 0.323007 4.2 1.3 -1.2
O 1.331261 0.738310 -0.275623 -4.4 -1.1 0.9
I 3.033666 0.062949 0.374491 0.1 -0.4 0.3
H -1.237940 0.228352 -1.440329 0.2 0.0 -0.1
H 0.127949 -0.287882 1.329966 -0.1 0.0 0.2
```
Positions in Å, forces in eV/Å.

The HOMO-LUMO gap comes out at 8.556 eV. Its SMILES is F/C=C/OI. As for the energy above the lowest of the compared OMol25 structures with the same formula, charge and spin: 46.9 kcal per mole. The LUMO energy comes out at -0.745 eV. As for the multiplicity: 1.

(3)
Molecular formula: C34H61CsN5O6SSi3
Method: DFT, wB97M-V/def2-TZVPD

Geometry as XYZ:
```
111
Properties=species:S:1:pos:R:3:forces:R:3
Cs 0.704233 -0.444856 1.079481 -0.6 0.7 -1.2
C 0.313783 2.996631 2.575100 0.0 0.1 0.0
N -1.020161 2.573659 2.962304 0.0 0.0 0.1
C -1.171020 2.767172 4.397086 0.0 -0.1 0.0
C -2.096341 3.265003 2.268017 -0.1 0.0 0.0
C -1.934991 3.455692 0.765946 0.1 0.1 -0.1
N -1.530758 2.301274 -0.010689 0.0 -0.2 0.1
C -2.445674 1.178102 0.114540 0.1 0.1 0.1
C -1.358723 2.666985 -1.405537 0.0 0.0 -0.1
H 0.494611 4.059620 2.819168 0.0 0.0 0.0
H 0.469675 2.842102 1.510419 0.0 0.0 -0.1
H 1.034500 2.392128 3.125140 0.1 0.0 0.0
H -1.017599 3.821542 4.681828 0.0 0.0 0.0
H -0.442787 2.149940 4.925565 0.0 0.0 0.0
H -2.174301 2.487743 4.723089 0.0 0.0 0.0
H -2.239941 4.278656 2.684972 0.0 0.0 0.0
H -3.022152 2.716209 2.473516 0.0 0.0 0.0
H -1.193598 4.239044 0.581112 0.0 0.0 0.0
H -2.904043 3.853075 0.405244 0.0 0.0 0.0
H -3.479561 1.433006 -0.176653 0.0 0.0 0.0
H -2.434703 0.819751 1.144679 -0.1 -0.1 0.0
H -2.111692 0.370817 -0.541139 0.0 0.0 0.0
H -2.297168 3.041845 -1.852766 0.0 0.0 0.0
H -1.026581 1.797481 -1.978937 0.0 0.0 0.0
H -0.604728 3.452438 -1.492406 0.0 0.0 0.0
O 2.513653 -2.046914 2.208171 0.5 -0.5 0.3
C 2.887769 -2.340698 3.330548 0.0 0.0 0.1
C 2.468738 -1.766675 4.594302 0.0 0.0 0.0
C 3.097910 -2.277314 5.726422 0.0 0.0 0.0
C 2.784328 -1.823480 6.986917 0.0 0.0 0.0
C 1.789976 -0.837415 7.156466 0.0 0.0 0.0
C 1.154951 -0.322445 6.071911 0.0 0.0 0.0
C 1.461763 -0.727051 4.717139 0.0 0.1 0.1
O 0.882248 -0.195153 3.742196 0.1 0.0 0.6
N 3.466752 -2.360897 8.135771 -0.2 -0.1 0.0
O 4.315395 -3.223955 7.966248 0.1 0.0 -0.1
O 3.152896 -1.946223 9.242321 0.0 0.1 0.1
H 3.639301 -3.148512 3.447129 0.0 0.0 0.0
H 3.852995 -3.046555 5.620169 0.0 0.0 0.0
H 1.549307 -0.510193 8.158220 0.0 0.0 0.0
H 0.381091 0.426356 6.191892 0.0 0.0 0.0
C 1.886664 -3.001369 -1.287074 0.0 0.1 0.0
O 1.003950 -1.943567 -1.590775 0.1 -0.1 0.0
Si -0.007842 -1.974433 -2.962458 -0.1 0.2 0.1
C 0.769024 -3.240635 -4.140914 0.1 0.0 0.0
C -1.567726 -2.848696 -2.349245 0.0 0.0 0.0
C -0.233351 -0.321308 -3.606661 -0.1 -0.1 0.0
Si 1.248631 0.449844 -4.301255 0.0 0.0 0.0
C 1.308241 2.340410 -4.123345 -0.1 0.0 -0.1
C 1.522047 0.148569 -6.157161 0.0 0.0 -0.1
C 2.855094 -0.165747 -3.500752 0.0 0.0 0.0
Si -1.810534 0.020311 -4.431036 0.0 0.1 0.0
C -2.224202 -1.165416 -5.858912 0.0 0.0 0.0
C -3.357455 -0.006700 -3.330664 0.0 0.0 0.1
C -1.905900 1.748690 -5.211593 0.0 0.0 0.0
H 2.510447 -3.263326 -2.146979 0.0 0.0 0.0
H 1.349961 -3.907179 -0.971651 0.0 0.0 0.0
H 2.545410 -2.696651 -0.468635 -0.1 0.0 0.0
H 0.880699 -4.237740 -3.703584 0.0 0.0 0.0
H 1.748856 -2.909603 -4.498456 0.0 -0.1 0.0
H 0.121163 -3.327198 -5.018516 0.0 0.0 0.0
H -1.313121 -3.839277 -1.957526 0.0 0.0 0.0
H -2.297709 -2.994714 -3.150963 0.0 0.0 0.0
H -2.055487 -2.288774 -1.546481 0.0 0.0 0.0
H 0.448353 2.817278 -4.605013 0.1 0.0 0.1
H 2.216938 2.749555 -4.579459 0.0 0.0 0.0
H 1.292311 2.623955 -3.068929 0.0 0.0 0.1
H 0.677572 0.522371 -6.744228 0.0 0.0 0.0
H 1.603261 -0.925421 -6.353612 0.0 0.0 0.0
H 2.430723 0.632655 -6.531512 0.0 0.0 0.0
H 2.781150 -0.133344 -2.412362 0.0 0.0 0.0
H 3.714547 0.436855 -3.815093 -0.1 0.0 0.0
H 3.059796 -1.203102 -3.782520 0.0 0.0 0.0
H -2.302163 -2.196362 -5.496029 0.0 0.0 0.0
H -1.426735 -1.144333 -6.608939 0.0 0.0 0.0
H -3.167981 -0.911099 -6.353232 0.0 0.0 0.0
H -3.472175 -0.942766 -2.781090 0.0 0.0 0.0
H -4.252224 0.131511 -3.947844 0.0 0.0 0.0
H -3.330693 0.808328 -2.599439 0.0 -0.1 -0.1
H -1.115563 1.918518 -5.948392 -0.1 0.0 0.0
H -1.826100 2.529521 -4.448937 0.0 0.0 0.0
H -2.867310 1.875237 -5.719357 0.0 0.0 0.0
C 3.045458 4.323059 -0.066977 0.0 0.0 0.0
C 3.589876 3.368050 -1.129164 0.0 0.0 0.0
C 3.237434 2.002787 -0.540471 0.0 0.1 0.0
O 3.121437 2.189652 0.878373 0.0 -0.2 0.1
C 3.360319 3.552001 1.205767 -0.2 0.1 0.0
H 1.962319 4.428057 -0.176319 0.0 0.0 0.0
H 3.497956 5.313827 -0.091384 0.0 0.0 0.0
H 4.673375 3.477629 -1.215090 0.0 0.0 0.0
H 3.150170 3.514137 -2.112909 0.0 0.0 0.0
H 3.995500 1.245485 -0.744933 0.0 0.0 0.0
H 2.280183 1.639343 -0.925659 0.0 0.0 0.0
H 4.408506 3.693987 1.496654 0.0 0.0 0.0
H 2.720020 3.815378 2.054628 0.2 0.0 -0.1
N -2.346431 -0.120523 3.785345 0.1 0.1 -0.1
C -2.635818 -1.286340 3.168950 -0.1 -0.2 0.0
N -1.845125 -1.898090 2.353175 0.0 -0.1 0.0
C -2.399059 -3.105876 1.951173 0.0 0.0 0.0
C -1.794202 -4.011629 1.085564 0.0 0.0 0.0
C -2.463303 -5.177396 0.757879 0.0 0.0 0.0
C -3.727184 -5.452928 1.278951 0.0 0.0 0.0
C -4.344998 -4.560424 2.141032 0.0 0.0 0.0
C -3.668771 -3.396057 2.469864 0.0 0.0 0.0
S -4.162534 -2.100529 3.524955 0.0 0.0 0.0
H -1.513929 0.374780 3.470838 0.0 0.0 0.1
H -3.108182 0.443001 4.114474 0.0 0.0 0.0
H -0.819384 -3.783243 0.671817 0.0 0.0 0.0
H -2.003080 -5.881558 0.076394 0.0 0.0 0.0
H -4.233759 -6.369817 1.006119 0.0 0.0 0.0
H -5.326744 -4.769562 2.546643 0.0 0.0 0.0
```
Positions in Å, forces in eV/Å.

The HOMO-LUMO gap comes out at 5.847 eV. As for the total charge: -1. As for the energy above the lowest of the compared OMol25 structures with the same formula, charge and spin: 14.1 kcal per mole. The LUMO energy comes out at 1.698 eV. As for the multiplicity: 1.

(4)
Molecular formula: C9H14O
Method: DFT, wB97M-V/def2-TZVPD

Geometry as XYZ:
```
24
Properties=species:S:1:pos:R:3:forces:R:3
C -1.670680 2.085371 1.088827 0.9 -0.3 1.9
C -1.299513 0.622818 1.224790 0.0 -0.5 0.2
C -2.207924 -0.416951 1.417952 0.8 0.1 -0.9
C -1.742636 -1.754303 1.429986 -1.2 0.7 0.8
C -0.414392 -2.032495 1.234938 0.8 -0.1 0.6
O 0.065610 -3.326768 1.410226 0.0 0.3 -0.3
C 0.516642 -0.995732 1.132127 0.0 -0.4 0.0
C 0.067394 0.292042 1.220895 -0.5 0.6 -0.3
H -2.488501 2.395899 1.745969 -0.4 -0.3 -0.5
H -1.784323 2.418759 0.066239 0.0 0.1 -0.1
H -0.818167 2.551321 1.616009 -0.2 0.5 -0.9
H -3.247177 -0.110518 1.459632 -0.1 -0.6 0.2
H -2.394768 -2.544834 1.809172 0.1 0.1 -0.6
H -0.206963 -3.852610 0.658194 -0.1 -0.3 -0.1
H 1.580375 -1.173530 0.995972 -0.2 -0.3 0.3
H 0.788912 1.088930 1.290089 0.2 0.2 -0.3
C 2.034643 0.708476 -1.761228 0.4 -2.5 0.7
C 1.709554 0.552603 -3.256784 1.2 0.6 0.9
H 3.106250 0.402732 -1.657330 -0.7 0.2 0.2
H 1.957081 1.636100 -1.211441 -0.5 0.5 -0.5
H 1.417567 -0.065193 -1.217521 0.8 0.9 -0.3
H 0.649090 0.584903 -3.449113 -0.3 0.2 -0.3
H 2.115376 -0.449951 -3.518064 -0.3 0.8 -0.3
H 2.266559 1.382930 -3.729545 -0.5 -0.7 -0.6
```
Positions in Å, forces in eV/Å.

The HOMO-LUMO gap comes out at 9.670 eV. Its SMILES is Cc1ccc(O)cc1.CC. As for the energy above the lowest of the compared OMol25 structures with the same formula, charge and spin: 21.2 kcal per mole. The LUMO energy comes out at 0.854 eV. As for the multiplicity: 1.